(1)
Formula: C10H7N3
Source: the OMol25 dataset
Level of theory: ωB97M-V/def2-TZVPD

Each line ends with the Löwdin charge.
Atoms and positions in Å:
C1 -1.65473 0.99319 0.02197  -0.308
C2 0.57375 0.72320 -0.05141  -0.199
C3 1.96146 1.26112 -0.06799  0.002
C4 2.99017 0.37233 -0.08896  -0.110
C5 2.91145 -1.02664 -0.08478  -0.103
C6 1.68820 -1.55552 0.00461  -0.044
C7 0.51881 -0.70703 0.01843  -0.144
C8 -0.76507 -1.29916 -0.01148  0.042
C9 -1.88889 -0.47782 -0.03118  -0.128
C10 -3.22355 -1.03333 -0.10266  -0.182
H1 -2.65010 2.86934 0.06455  0.122
H2 -3.58157 1.44607 0.32472  0.067
H3 2.13841 2.32704 -0.13872  0.104
H4 4.02061 0.76735 0.06548  0.117
H5 3.80299 -1.62410 0.10101  0.112
H6 1.49545 -2.60570 0.15251  0.111
H7 -0.80145 -2.34728 0.01079  0.111
N1 -2.75012 1.84534 -0.02986  0.135
N2 -0.47453 1.55382 -0.06452  0.148
N3 -4.31127 -1.48224 -0.09252  0.146

Computed properties:
**Strongest force on any atom**: 3.4 eV/A
**Orbital gap**: 0.309 hartree
**SMILES string**: N#Cc1cc2ccccc2nc1N
**Total energy**: -14953.6985 eV
**Net charge**: 0

***

(2)
Formula: C3H4BrF
Source: the OMol25 dataset
Level of theory: ωB97M-V/def2-TZVPD

Each line ends with the Löwdin charge.
Atoms and positions in Å:
C1 0.14175 -0.54592 0.22270  -0.061
C2 -0.46140 0.77480 0.66285  -0.133
C3 -0.76676 -0.03690 -0.53877  -0.818
F1 1.30500 -2.38268 -2.18886  -0.078
Br1 -1.68573 0.19751 -2.07046  0.814
H1 1.12258 -1.60778 -1.70021  0.035
H2 0.88028 -1.37353 0.19999  0.107
H3 -1.00707 0.80069 1.57238  0.073
H4 0.11918 1.62310 0.48985  0.061

Computed properties:
**Strongest force on any atom**: 2.0 eV/A
**Orbital gap**: 0.384 hartree
**SMILES string**: BrC1=CC1.F
**Total energy**: -75932.7391 eV
**Net charge**: 0

***

(3)
Formula: C5H5N
Source: the OMol25 dataset
Level of theory: ωB97M-V/def2-TZVPD

Each line ends with the Löwdin charge.
Atoms and positions in Å:
C1 -1.15840 0.51614 -0.43231  -0.278
C2 -1.66397 -0.53043 -1.01002  0.036
C3 0.44750 -1.53454 -0.23083  -0.078
C4 0.02819 0.70595 0.42984  -0.209
C5 1.16468 -0.27934 0.12688  -0.118
N1 -0.56309 -1.91220 -0.64748  0.102
H1 -1.61965 1.51189 -0.68012  0.111
H2 0.25527 1.79184 0.52585  0.124
H3 -0.22212 0.35320 1.45633  0.123
H4 1.49832 -0.62772 1.05891  0.094
H5 1.83327 0.00521 -0.59705  0.094

Computed properties:
**Strongest force on any atom**: 2.9 eV/A
**Orbital gap (spin up / spin down)**: 0.300 / 0.300 hartree
**Total energy**: -6750.2086 eV
**Net charge**: 0

***

(4)
Formula: C5H9NO2
Source: the OMol25 dataset
Level of theory: ωB97M-V/def2-TZVPD

Each line ends with the Löwdin charge.
Atoms and positions in Å:
C1 1.93917 -0.32299 -0.09614  -0.591
C2 1.18757 0.90543 0.04501  -0.105
C3 -0.37789 0.84050 0.22211  -0.222
C4 -1.06223 0.13018 -1.07279  -0.149
C5 -1.00007 -0.33703 1.08961  -0.098
H1 0.28058 -1.51517 -0.19083  0.060
H2 1.48441 1.61103 0.94417  0.163
H3 1.48565 1.57469 -0.82190  0.145
H4 -0.63460 1.84718 0.53588  0.115
H5 -0.28111 0.04929 -1.88435  0.128
H6 -1.95944 0.69275 -1.38575  0.112
H7 -1.94503 -1.81002 -0.43431  0.187
H8 -0.42510 -0.85706 1.97654  0.151
H9 -2.03824 -0.02379 1.41230  0.113
N1 -1.14539 -1.05797 -0.26147  -0.127
O1 1.32852 -1.49645 -0.01312  0.059
O2 3.16319 -0.23058 -0.06496  0.061

Computed properties:
**Strongest force on any atom**: 4.7 eV/A
**Orbital gap**: 0.366 hartree
**SMILES string**: O=C(O)CC1CNC1
**Total energy**: -10914.1846 eV
**Net charge**: 0

***

(5)
Formula: C15H28BiBrN6O6P
Source: the OMol25 dataset
Level of theory: ωB97M-V/def2-TZVPD

Each line ends with the Löwdin charge.
Atoms and positions in Å:
Bi1 -0.70892 -1.59279 0.61472  2.012
N1 -1.35679 0.09846 2.26192  -0.013
C1 -0.90446 1.42962 1.78860  -0.272
C2 -0.71626 2.46260 2.89686  -0.136
C3 0.42575 2.16965 3.88228  -0.158
C4 1.11911 3.45089 4.34969  -0.138
N2 2.07468 3.95571 3.36823  0.100
C5 3.38791 4.11024 3.51899  -0.414
N3 4.08160 4.68532 2.53168  0.213
N4 4.03835 3.69037 4.59919  0.229
C6 0.32794 1.31563 0.88510  -0.550
O1 1.09173 2.23513 0.74082  0.116
O2 0.44359 0.18214 0.20213  -0.293
H1 -2.37217 0.08656 2.34329  0.126
H2 -1.00359 -0.09768 3.19766  0.116
H3 -1.69185 1.79287 1.11735  0.172
H4 -1.65969 2.55552 3.43978  0.136
H5 -0.57612 3.42767 2.40684  0.125
H6 1.16945 1.49364 3.45386  0.122
H7 0.03080 1.67970 4.77547  0.124
H8 1.61808 3.31050 5.30542  0.120
H9 0.37480 4.23043 4.53154  0.143
H10 1.70456 4.20279 2.46227  0.148
H11 3.61162 5.19689 1.80359  0.135
H12 5.07072 4.84956 2.62452  0.137
H13 3.58037 3.21261 5.35455  0.122
H14 5.00557 3.93396 4.73878  0.143
N5 1.37611 0.18380 -2.35702  0.149
C7 2.40850 -0.88974 -2.29860  -0.158
P1 1.72254 -2.37195 -1.41187  0.396
O3 2.30180 -2.47257 -0.06667  -0.305
O4 0.19627 -2.23425 -1.52585  -0.491
C8 2.10235 -3.88508 -2.39982  -0.148
N6 0.96580 -4.22451 -3.33095  0.168
H15 1.75788 1.04080 -2.76443  0.180
H16 1.05387 0.38403 -1.37698  0.097
H17 0.56109 -0.10048 -2.90113  0.155
H18 3.23896 -0.50414 -1.70818  0.121
H19 2.76960 -1.09504 -3.30673  0.113
H20 2.19091 -4.69201 -1.67233  0.122
H21 3.02768 -3.84489 -2.97127  0.121
H22 0.09869 -3.79841 -2.96649  0.138
H23 0.83086 -5.23728 -3.40175  0.182
H24 1.11458 -3.87742 -4.28179  0.176
Br1 -2.78606 -1.53259 -5.93781  0.776
C9 -3.69783 -1.93944 -4.33025  -0.668
C10 -4.91215 -2.61322 -4.34191  -0.071
C11 -5.51480 -2.95395 -3.13754  -0.023
C12 -4.90675 -2.65435 -1.92849  0.016
C13 -3.70662 -1.95026 -1.93481  -0.147
C14 -3.10721 -1.57401 -3.13710  -0.085
C15 -2.93873 -1.70786 -0.71179  -0.570
O5 -2.89466 -2.45809 0.27198  -0.060
O6 -2.05654 -0.70707 -0.71601  -0.218
H25 -5.37905 -2.87828 -5.28017  0.122
H26 -6.45952 -3.47773 -3.14933  0.127
H27 -5.35729 -2.95853 -0.99403  0.133
H28 -2.16704 -1.04346 -3.12603  0.089

Computed properties:
**Strongest force on any atom**: 1.4 eV/A
**Orbital gap**: 0.294 hartree
**Total energy**: -122387.1179 eV
**Net charge**: +3

***

(6)
Formula: C13H19ClFN3OS
Source: the OMol25 dataset
Level of theory: ωB97M-V/def2-TZVPD

Each line ends with the Löwdin charge.
Atoms and positions in Å:
C1 2.18527 3.55330 0.92010  0.200
C2 1.38041 2.68889 0.76334  -0.092
N1 0.44262 1.85094 0.25069  0.090
C3 -0.89417 1.94985 0.47979  -0.184
C4 -1.53904 2.93568 1.35124  -0.076
C5 -2.54237 3.77293 0.57650  -0.796
O1 -2.26072 4.35781 -0.40915  0.107
Cl1 -4.18217 3.83650 1.24430  0.672
N2 -1.43448 0.96554 -0.23490  0.216
C6 -0.49788 0.25783 -0.91940  -0.278
C7 -0.82560 -0.82056 -1.85467  -0.382
S1 -2.21355 -1.84368 -1.25525  0.892
C8 -1.66463 -2.40851 0.37302  -0.552
C9 -2.88973 -2.99069 1.09678  -0.166
C10 0.70304 0.79733 -0.60759  -0.246
N3 1.96796 0.39554 -1.04848  0.075
C11 2.73446 -0.26766 0.03961  -0.215
C12 2.28174 -1.68966 0.25993  -0.241
C13 2.73049 -2.66228 -0.83996  -0.085
H1 2.88544 4.33157 1.05620  0.044
H2 -0.81180 3.63172 1.74863  0.130
H3 -2.00284 2.46096 2.20993  0.116
H4 -2.42326 0.76347 -0.30772  0.170
H5 -1.13155 -0.34277 -2.77845  0.088
H6 0.05519 -1.39942 -2.09050  0.082
H7 -0.88518 -3.14952 0.23858  0.065
H8 -1.26445 -1.60250 0.97974  0.061
H9 -2.55760 -3.73793 1.80611  0.070
H10 -3.58149 -3.41245 0.37951  0.052
H11 -3.35997 -2.18958 1.64947  0.065
H12 2.45263 1.24936 -1.31020  0.124
H13 2.65627 0.26128 0.99519  0.101
H14 3.78611 -0.25052 -0.21972  0.118
H15 1.21398 -1.72371 0.43099  0.077
H16 2.74050 -2.01023 1.19234  0.104
H17 3.52168 -2.22078 -1.42825  0.071
H18 1.91895 -2.97785 -1.48441  0.059
H19 3.11331 -3.56505 -0.37846  0.064
F1 0.33053 1.62743 -2.82330  -0.599

Computed properties:
**Strongest force on any atom**: 1.3 eV/A
**Orbital gap**: 0.268 hartree
**Total energy**: -46378.1970 eV
**Net charge**: 0